The molecule C3H7NS, computed with ωB97M-V/def2-TZVPD.

The geometry in XYZ format:
```
12
Properties=species:S:1:pos:R:3:forces:R:3
C 0.318 1.271 -0.007 1.6 -0.1 2.2
N 0.192 -0.223 -0.345 -1.9 2.1 0.9
C -1.286 -0.675 -0.051 -1.1 -0.5 -4.0
C 1.255 -0.844 0.082 4.0 -0.7 -2.0
S 2.845 -0.196 -0.113 -2.0 -0.8 1.0
H -0.612 1.384 -0.335 -4.6 2.2 0.1
H 0.538 1.346 1.171 -0.8 0.1 -2.8
H 0.782 2.145 -0.549 0.9 -2.0 0.1
H -1.500 -0.486 0.941 -0.2 0.0 2.2
H -2.240 -0.046 -0.620 3.5 -1.4 1.0
H -1.534 -1.775 -0.368 1.1 2.0 0.8
H 1.241 -1.901 0.194 -0.5 -0.9 0.6
```
Positions in Å, forces in eV/Å.

Its SMILES is CN(C)C=S. Its molar mass is 89.16 g mol⁻¹. The relative energy (zero: lowest compared OMol25 entry of this formula, charge and spin) comes out at 3.213 eV. The HOMO energy comes out at -8.12 eV.

The molecule C3H7N, computed with ωB97M-V/def2-TZVPD.

The geometry in XYZ format:
```
11
Properties=species:S:1:pos:R:3:forces:R:3
C -0.409 0.111 -1.282 -0.3 2.1 -0.2
C 0.238 -0.491 -0.083 0.8 -1.9 -1.1
C 0.738 0.166 1.084 -0.4 3.6 1.6
N -0.560 -0.486 1.228 2.2 -2.8 -0.4
H -0.657 -0.635 -2.031 0.1 0.0 -0.1
H -1.361 0.500 -0.878 0.2 0.2 -0.7
H 0.160 0.981 -1.773 -0.7 -1.3 0.7
H 0.933 -1.396 -0.446 -2.1 1.3 1.6
H 0.637 1.282 1.251 0.4 -1.1 -0.8
H 1.605 -0.184 1.620 0.0 -0.6 0.2
H -1.325 0.152 1.311 -0.2 0.6 -0.8
```
Positions in Å, forces in eV/Å.

Its SMILES is C[C@H]1CN1. Its molar mass is 57.10 g mol⁻¹. The relative energy (zero: lowest compared OMol25 entry of this formula, charge and spin) comes out at 1.661 eV. The HOMO energy comes out at -9.08 eV.

A 8-piece molecular cluster, C36H55N2O20P overall, computed with ωB97M-V/def2-TZVPD.

The geometry in XYZ format:
```
114
Properties=species:S:1:pos:R:3:forces:R:3
C 2.830 -4.987 -0.593 -1.2 0.2 -0.1
C 2.323 -4.507 -1.975 1.8 0.2 0.4
O 1.376 -3.435 -1.821 -0.2 -0.7 0.0
C 0.051 -3.793 -2.039 -1.2 0.2 -0.2
C -0.297 -3.967 -3.546 -0.3 -0.4 0.0
C -0.344 -5.069 -1.305 1.3 1.3 -0.9
N -0.352 -6.080 -0.778 -0.6 -0.9 0.5
C -0.805 -2.648 -1.376 0.5 -0.4 1.0
C -0.617 -2.801 0.100 -0.2 0.2 -1.6
N -0.395 -2.936 1.210 0.1 -0.1 1.0
C -0.215 -1.254 -1.717 0.3 0.1 0.3
O -1.087 -0.247 -1.235 -0.3 -0.5 -0.6
O -0.344 0.878 -0.814 0.4 0.3 0.6
P -2.620 -2.772 -1.761 -2.0 1.2 0.1
O -3.073 -1.750 -2.690 0.6 0.0 -0.6
O -3.026 -4.249 -2.292 0.7 0.6 1.2
O -3.384 -2.534 -0.337 1.0 -1.3 -0.9
H 2.626 -4.175 0.118 0.3 -0.1 -0.1
H 2.218 -5.828 -0.251 0.4 0.0 0.0
H 3.895 -5.219 -0.594 -0.2 -0.1 -0.1
H 1.977 -5.322 -2.620 -0.3 0.2 0.2
H 3.188 -4.066 -2.481 -0.4 0.1 -0.1
H -0.999 -3.207 -3.908 0.3 0.0 0.1
H -0.796 -4.932 -3.678 0.1 0.2 -0.2
H 0.596 -3.954 -4.176 0.0 0.1 0.3
H 0.722 -1.172 -1.150 -0.1 -0.1 -0.3
H 0.003 -1.146 -2.791 -0.3 -0.1 0.1
H 0.374 1.014 -1.452 -0.1 0.1 -0.2
H -3.134 -4.851 -1.539 0.0 -0.4 -0.3
H -3.271 -3.327 0.212 -0.2 0.4 0.5
O -3.425 -0.086 6.381 0.2 -0.1 0.2
C -2.806 -0.156 5.354 -0.2 0.4 -0.1
C -3.250 0.335 3.994 0.2 -0.5 -0.3
C -2.260 -0.346 3.064 -0.2 -0.1 -0.4
C -1.038 -0.489 3.946 0.3 0.0 -0.2
O -1.552 -0.667 5.281 -0.2 0.0 0.1
H -3.123 1.416 3.934 -0.2 -0.1 0.2
H -4.280 0.049 3.795 0.0 0.2 0.2
H -2.065 0.213 2.149 0.1 0.0 0.0
H -2.630 -1.334 2.780 0.1 0.0 0.0
H -0.410 0.406 3.938 -0.1 0.0 0.0
H -0.430 -1.348 3.667 0.0 0.0 0.2
O -2.804 3.373 3.942 -0.1 0.4 -0.1
C -3.561 3.904 4.705 0.3 0.0 0.2
C -3.990 3.389 6.063 -0.6 0.1 -0.1
C -5.211 4.249 6.361 0.0 -0.1 0.2
C -4.892 5.526 5.602 -0.2 0.1 0.1
O -4.126 5.107 4.463 0.1 -0.1 0.0
H -3.181 3.563 6.774 0.1 -0.1 -0.1
H -4.232 2.330 6.021 0.3 -0.1 0.1
H -5.391 4.413 7.422 0.0 0.1 0.0
H -6.102 3.780 5.939 0.0 0.0 0.0
H -4.285 6.219 6.191 0.0 0.0 0.0
H -5.786 6.045 5.263 0.1 0.0 -0.2
O 4.238 -3.766 -5.502 0.0 -0.1 0.3
C 4.245 -2.610 -5.191 -0.2 0.0 -0.3
C 4.482 -1.426 -6.102 0.3 0.3 0.3
C 4.761 -0.303 -5.109 0.1 0.1 -0.2
C 3.961 -0.746 -3.896 0.0 0.3 0.1
O 3.990 -2.185 -3.931 0.1 0.0 -0.1
H 3.576 -1.243 -6.683 0.0 -0.1 -0.1
H 5.324 -1.609 -6.765 -0.2 -0.2 -0.1
H 4.484 0.686 -5.469 -0.1 0.0 0.1
H 5.825 -0.286 -4.865 0.0 0.0 0.0
H 2.919 -0.419 -3.943 0.0 0.0 0.0
H 4.398 -0.399 -2.962 -0.1 -0.2 0.1
O 1.689 3.256 -0.728 -0.1 0.0 -0.4
C 0.950 3.799 0.046 0.1 -0.1 0.4
C 0.528 3.293 1.409 -0.4 0.2 0.0
C -0.678 4.167 1.721 -0.1 -0.3 0.3
C -0.360 5.439 0.964 -0.1 0.1 0.3
O 0.391 5.012 -0.193 0.1 -0.2 -0.1
H 1.342 3.457 2.118 0.1 -0.1 0.0
H 0.270 2.238 1.366 0.3 0.0 0.0
H -0.843 4.328 2.783 0.0 0.0 0.0
H -1.575 3.706 1.308 0.1 0.1 0.1
H 0.259 6.124 1.548 0.1 0.0 -0.1
H -1.259 5.962 0.643 0.1 0.0 -0.2
O -4.877 5.087 0.943 0.1 -0.2 0.1
C -4.306 4.893 -0.088 -0.2 0.3 0.1
C -4.770 5.304 -1.470 0.2 -0.4 -0.3
C -3.877 4.467 -2.376 -0.1 0.0 -0.2
C -2.627 4.303 -1.529 0.2 -0.1 -0.2
O -3.091 4.287 -0.165 -0.4 0.1 -0.3
H -4.593 6.374 -1.596 -0.1 0.0 0.1
H -5.824 5.077 -1.606 -0.1 0.2 0.2
H -3.681 4.920 -3.347 0.1 0.0 0.0
H -4.339 3.493 -2.547 0.0 0.0 0.0
H -1.930 5.136 -1.648 0.0 0.0 0.0
H -2.103 3.373 -1.741 0.1 0.0 0.2
O 1.105 3.443 4.828 -0.2 0.2 -0.2
C 0.754 3.423 5.970 0.3 -0.1 -0.1
C 1.299 2.535 7.069 -0.5 -0.1 0.3
C 0.231 2.661 8.149 0.1 -0.2 0.1
C -0.318 4.054 7.890 0.0 0.0 0.2
O -0.198 4.251 6.471 0.0 -0.1 -0.1
H 2.262 2.932 7.395 0.0 0.0 -0.1
H 1.410 1.512 6.720 0.2 0.1 -0.1
H 0.607 2.529 9.162 0.0 0.1 0.0
H -0.551 1.918 7.981 0.0 0.0 0.0
H 0.259 4.831 8.398 0.0 0.0 0.0
H -1.364 4.148 8.179 0.0 0.1 -0.1
O 8.029 -8.322 -8.398 0.2 0.1 0.1
C 7.125 -7.634 -8.028 -0.1 -0.4 0.0
C 5.693 -7.677 -8.521 -0.1 0.6 0.0
C 5.130 -6.357 -8.005 -0.2 -0.1 -0.1
C 5.964 -6.122 -6.758 -0.1 0.2 0.1
O 7.249 -6.705 -7.048 0.0 0.0 -0.1
H 5.193 -8.538 -8.074 0.1 -0.1 -0.1
H 5.660 -7.743 -9.605 0.1 -0.3 0.0
H 4.060 -6.378 -7.808 0.0 0.0 0.1
H 5.323 -5.567 -8.734 0.0 0.0 0.0
H 5.547 -6.619 -5.880 0.0 0.0 0.0
H 6.087 -5.066 -6.537 0.2 -0.1 0.1
```
Positions in Å, forces in eV/Å.

Its SMILES is CCO[C@@](C)(C#N)[C@@](C#N)(COO)P(=O)(O)O.O=C1CCCO1.O=C1CCCO1.O=C1CCCO1.O=C1CCCO1.O=C1CCCO1.O=C1CCCO1.O=C1CCCO1. Its molar mass is 866.80 g mol⁻¹. The HOMO energy comes out at -9.85 eV.

A 2-piece molecular cluster, C9H19NO3 overall, computed with ωB97M-V/def2-TZVPD.

The geometry in XYZ format:
```
32
Properties=species:S:1:pos:R:3:forces:R:3
N 0.565 -1.356 0.331 -1.2 1.5 6.5
O 0.283 -1.103 1.486 1.5 -0.9 -8.0
C 2.984 -5.079 -6.702 0.0 -0.3 -0.2
C 2.107 -3.858 -6.590 0.0 0.3 0.3
C 2.452 -3.002 -5.383 -0.4 0.6 0.2
C 1.525 -1.780 -5.306 0.1 0.6 0.5
C 1.871 -0.915 -4.075 0.4 -0.3 0.1
C 1.030 0.323 -3.887 -0.6 0.1 -0.6
C 1.395 1.131 -2.665 0.9 -0.8 -0.4
C 0.503 2.314 -2.521 -0.5 0.0 -0.4
C 0.854 3.174 -1.346 0.2 0.2 0.2
O 1.593 0.328 -1.481 0.2 0.4 0.0
O 0.312 0.003 -1.026 -0.9 -0.5 1.4
H 2.695 -5.658 -7.568 0.0 -0.3 -0.3
H 4.037 -4.821 -6.816 0.0 0.1 0.0
H 2.898 -5.728 -5.831 0.0 0.0 0.1
H 2.176 -3.232 -7.489 0.1 -0.1 0.0
H 1.047 -4.132 -6.522 0.1 -0.1 0.0
H 2.367 -3.552 -4.431 -0.1 -0.1 -0.3
H 3.499 -2.654 -5.403 -0.3 -0.1 -0.2
H 1.598 -1.165 -6.225 0.1 -0.3 0.3
H 0.456 -2.071 -5.247 0.5 -0.1 0.0
H 1.820 -1.521 -3.149 -0.1 0.1 -0.5
H 2.920 -0.570 -4.127 -0.2 -0.3 -0.1
H 1.173 1.027 -4.720 0.0 -0.3 -0.1
H -0.040 0.098 -3.908 0.0 -0.2 0.2
H 2.412 1.487 -2.853 0.2 0.0 0.3
H 0.621 2.838 -3.474 0.1 0.3 0.1
H -0.533 1.992 -2.543 -0.3 -0.1 0.4
H 0.184 4.037 -1.295 0.2 0.0 0.2
H 0.797 2.591 -0.413 0.0 0.3 -0.3
H 1.889 3.517 -1.500 -0.3 0.1 0.4
```
Positions in Å, forces in eV/Å.

Its molar mass is 189.25 g mol⁻¹. The relative energy (zero: lowest compared OMol25 entry of this formula, charge and spin) comes out at 6.617 eV. The HOMO energy (spin up / spin down) comes out at -9.17 / -8.88 eV.